The following is a quantum chemistry calculation of a gas-phase ion, C2H6N3S (charge +1) at a distorted geometry, from the Open Molecules 2025 dataset.

XYZ file:
```
12
Properties=species:S:1:pos:R:3
C -1.04483 0.99068 -0.66916
S -1.72259 -0.60700 -1.08091
H -0.18829 1.63111 0.94627
N -0.18416 0.74023 0.47564
H 2.13624 0.18655 1.64786
H -0.44307 -2.30709 -1.06716
C 0.56278 -0.33549 0.47849
H -0.52063 1.35316 -1.60350
H -1.89741 1.63504 -0.25382
N -0.29781 -1.27304 -1.10719
H 2.00795 -1.48232 0.98150
N 1.59184 -0.53182 1.25198
```

Values from the calculation:
multiplicity: 1
highest occupied orbital energy (spin up / spin down): -0.4728 / -0.4728 Ha
charge: +1
energy relative to the best compared isomer or geometry (same formula, charge and spin): 77.5 kcal per mole